# 1
Molecular formula: CH3NOP2
Method: DFT, ωB97M-V/def2-TZVPD

The geometry in ORCA input format:
```
! RIJCOSX wB97M-V def2-TZVPD def2/J DEFGRID3
* xyz 0 1
C 1.45366 0.11983 -0.92160
N -1.41035 -0.06140 0.56631
O 2.01080 0.46533 0.06028
P -1.09268 -1.58807 0.70909
P -0.69624 0.93367 -0.62536
H 1.95441 -0.29002 -1.84648
H -1.88023 -1.64822 1.85242
H -0.33937 2.06887 0.20534
*
```

## Properties
* relative energy (zero: lowest compared OMol25 entry of this formula, charge and spin): 1.3190 eV
* E_LUMO (alpha / beta): -0.0305 / -0.0304 hartree
* Kohn-Sham gap (alpha / beta): 7.26 / 7.26 eV
* max |F|: 3.13 eV/A
* DFT total energy: -23197.3373 eV

# 2
Molecular formula: C9H18N2O3
Method: DFT, ωB97M-V/def2-TZVPD

The geometry in ORCA input format:
```
! RIJCOSX wB97M-V def2-TZVPD def2/J DEFGRID3
* xyz 2 1
C -1.36480 0.97987 -2.12349
C -1.39575 0.08977 -1.00632
N -0.08869 -0.25559 -0.31142
O -0.26260 -0.70705 1.03886
C -1.32388 -1.64385 1.32512
O -1.93266 -2.17435 0.43907
O -1.36632 -1.67891 2.60705
C -2.18911 -2.64062 3.20342
C 0.79839 -1.12735 -1.12055
C 2.25061 -0.46376 -1.12999
N 1.94483 0.81153 -0.58799
C 2.87256 1.82696 -0.24650
C 0.69729 0.92722 -0.10396
C 0.16171 2.13321 0.53986
H -0.75622 1.79574 -2.09214
H -1.02830 0.55557 -3.09693
H -2.44067 1.36800 -2.43369
H -1.84561 -0.89659 -1.35826
H -1.87369 0.43151 -0.07818
H -2.17066 -3.53826 2.67424
H -3.21238 -2.40813 3.20781
H -1.89878 -2.57097 4.22671
H 0.33663 -1.23007 -2.05111
H 0.71141 -2.14634 -0.82203
H 2.83840 -1.15352 -0.46645
H 2.61779 -0.21994 -2.04583
H 2.38277 2.82107 -0.10403
H 3.77109 1.92108 -0.91925
H 3.42801 1.71834 0.68353
H 0.55613 2.18433 1.54607
H -0.87358 2.36087 0.54667
H 0.65609 2.93024 0.05971
*
```

## Properties
* SMILES: CC[N@@+]1(OC(=O)OC)CC[N+](C)=C1C
* relative energy (zero: lowest compared OMol25 entry of this formula, charge and spin): 0.2200 eV
* E_LUMO: -0.3368 hartree
* Kohn-Sham gap: 9.10 eV
* max |F|: 5.71 eV/A
* DFT total energy: -18726.5614 eV

# 3
Molecular formula: H3NO2S2
Method: DFT, ωB97M-V/def2-TZVPD

The geometry in ORCA input format:
```
! RIJCOSX wB97M-V def2-TZVPD def2/J DEFGRID3
* xyz 0 1
N 1.29657 -0.36680 -0.44915
O -1.14216 -0.97788 0.72717
O -1.19429 0.80547 -0.92202
S -1.56530 0.55764 0.45174
S 0.37116 -1.54231 0.07392
H 0.88647 0.12355 -1.27393
H 1.73345 0.22631 0.15360
H -0.38590 1.17402 1.23867
*
```

## Properties
* relative energy (zero: lowest compared OMol25 entry of this formula, charge and spin): 0.5882 eV
* E_LUMO: 0.0142 hartree
* Kohn-Sham gap: 9.42 eV
* max |F|: 3.80 eV/A
* DFT total energy: -27301.8592 eV

# 4
Molecular formula: C31H34N2O3Tc
Method: DFT, ωB97M-V/def2-TZVPD

The geometry in ORCA input format:
```
! RIJCOSX wB97M-V def2-TZVPD def2/J DEFGRID3
* xyz 1 1
Tc 0.37818 -1.06663 0.99045
C -2.51053 -1.34959 4.07078
C -1.80055 -1.65853 2.75769
O -0.58566 -1.28001 2.71482
C -2.52695 -2.29276 1.76825
C -2.09216 -2.64316 0.44958
C -2.91737 -3.50358 -0.47172
N -0.90224 -2.25674 0.02853
N -0.50204 -2.73724 -1.19395
C 0.63291 -2.31088 -1.56548
O 1.39637 -1.66256 -0.66741
C 1.22308 -2.56319 -2.87924
C 0.35116 -2.85856 -3.91418
C 0.87260 -2.97159 -5.20201
C 2.24586 -2.79416 -5.40543
C 3.13389 -2.53025 -4.35232
C 2.61146 -2.43492 -3.04900
H -3.37989 -2.00709 4.12791
H -2.78472 -0.27485 4.15001
H -1.89029 -1.52682 4.93858
H -3.52917 -2.54088 2.04844
H -3.99595 -3.42030 -0.20629
H -2.56357 -4.54212 -0.44611
H -2.84080 -3.22315 -1.50272
H -0.71968 -2.98677 -3.70512
H 0.15514 -3.10546 -6.00044
H 2.64374 -2.84135 -6.42904
H 4.19039 -2.41056 -4.48756
H 3.20878 -2.29860 -2.17202
C -2.92657 1.82164 0.00052
C -1.92691 1.35120 1.03960
O -1.04057 0.52054 0.76314
C -1.92374 2.04688 2.34056
C -2.86196 3.02329 2.71584
C -2.71835 3.79224 3.84549
C -1.62894 3.65001 4.62768
C -0.68756 2.66654 4.34412
C -0.84157 1.88105 3.24275
H -2.72561 1.26556 -0.90568
H -2.71637 2.87291 -0.17040
H -3.95184 1.70456 0.35770
H -3.78901 3.13354 2.13966
H -3.48649 4.51500 4.02292
H -1.49062 4.32129 5.45753
H 0.20390 2.49204 4.99085
H -0.18643 1.05434 3.05804
C 4.47518 1.58864 1.19705
C 3.05226 1.11248 0.99978
C 2.37007 0.50075 2.25522
C 2.93920 0.12328 -0.15707
H 4.53201 2.17018 2.14652
H 4.74772 2.19732 0.33148
H 5.12645 0.70743 1.31504
H 2.46382 1.99781 0.73759
H 2.72739 -0.51600 2.40665
H 1.28865 0.51236 2.07287
H 2.45732 1.07055 3.17505
H 3.47490 0.49623 -1.02215
H 3.42605 -0.78488 0.18907
C 1.51152 -0.18053 -0.58829
C 0.92353 0.61304 -1.66159
C -0.39136 0.42742 -2.06112
C -0.97196 1.18081 -3.08557
C -0.27215 2.22153 -3.62815
C 1.05374 2.42940 -3.26114
C 1.65356 1.60892 -2.33271
H -0.98239 -0.34537 -1.67898
H -2.03553 1.07553 -3.37555
H -0.67380 2.81529 -4.41347
H 1.62075 3.24479 -3.71394
H 2.67974 1.71270 -2.11191
*
```

## Properties
* E_LUMO (alpha / beta): -0.1154 / -0.1154 hartree
* Kohn-Sham gap (alpha / beta): 7.43 / 7.42 eV
* max |F|: 1.93 eV/A
* DFT total energy: -44012.2000 eV